{"formula": "CH2NOS", "method": "ωB97M-V with the def2-TZVPD basis set", "symbols": ["C", "N", "O", "S", "H", "H"], "positions_angstrom": [[1.16122, 0.06037, -0.18992], [0.60864, 1.01167, 0.32769], [1.65175, -0.94652, -0.46922], [-1.88798, -0.00026, 0.25160], [-0.48553, 0.89677, 0.01715], [-1.04810, -1.02202, 0.06271]], "forces_ev_per_a": [[-1.146, 2.757, 2.479], [1.784, 0.140, -1.512], [1.467, -2.427, -1.439], [-1.858, -0.510, -0.220], [-0.132, 0.260, 0.651], [-0.115, -0.220, 0.042]], "e_homo_ev": -3.259, "e_above_lowest_kcal_mol": 24.6, "gap_ev": 7.44, "total_charge": -1}